Formula: BF4H24O12
Source: the OMol25 dataset
Level of theory: wB97M-V/def2-TZVPD

The net charge is 0. The energy above the lowest of the compared OMol25 structures with the same formula, charge and spin comes out at 0.542 eV. As for the expectation value of S²: 0.757. Its multiplicity is 2. The frontier orbital gap (spin up / spin down) is 10.55 / 1.96 eV. As for the HOMO energy (spin up / spin down): -0.39917 / -0.37159 Ha.

Element x y z (Å)
F1 0.45 -1.66 1.36
B1 0.28 -0.56 0.51
O1 1.20 3.52 1.12
H1 -0.85 -3.27 1.81
H2 2.05 2.19 -1.24
H3 0.35 3.25 0.77
O2 -1.23 -3.15 2.68
H4 -1.83 2.61 -0.22
O3 -1.87 2.70 0.73
O4 -1.23 -1.07 -2.80
O5 -0.34 -4.16 -0.76
F2 0.71 -0.82 -0.77
H5 2.16 -2.44 -0.10
H6 2.90 2.82 1.12
H7 1.47 0.74 -3.15
H8 -1.36 0.00 3.42
O6 -0.64 -0.53 3.75
H9 -0.59 -1.79 -2.84
O7 3.80 3.14 1.24
O8 2.87 -2.32 0.53
O9 2.58 1.40 -1.21
H10 -0.22 -4.71 -1.53
H11 3.69 4.00 1.66
H12 2.56 -1.62 1.11
O10 1.26 -0.12 -3.51
H13 0.05 -0.45 3.09
H14 -2.71 1.50 -2.24
H15 2.29 0.94 -0.42
H16 -1.24 1.14 -2.17
O11 -3.98 -0.65 -0.18
H17 -1.57 1.85 1.06
H18 -3.16 -0.40 0.24
H19 0.44 -0.36 -3.08
H20 -0.19 -3.27 -1.07
O12 -1.88 1.77 -1.84
H21 -4.35 -1.32 0.38
H22 -1.11 -2.22 2.87
H23 1.25 4.46 0.92
H24 -2.08 -1.50 -2.81
F3 1.10 0.44 1.01
F4 -1.03 -0.05 0.55


Formula: C14H19Cl5N5ORhS
Source: the OMol25 dataset
Level of theory: wB97M-V/def2-TZVPD

The net charge is +2. The energy above the lowest of the compared OMol25 structures with the same formula, charge and spin comes out at 0.153 eV. As for the expectation value of S²: 6.014. Its multiplicity is 5. The frontier orbital gap (spin up / spin down) is 9.17 / 5.71 eV. As for the HOMO energy (spin up / spin down): -0.52309 / -0.52448 Ha.

Element x y z (Å)
C1 -0.56 -4.13 1.99
H1 3.52 1.03 0.67
C2 -1.47 -0.62 -3.59
C3 -0.30 -0.23 -2.94
N1 2.20 2.65 1.08
H2 0.17 3.53 2.04
H3 2.08 2.53 3.19
H4 -1.79 4.29 2.46
C4 0.90 -0.73 -3.41
C5 0.93 -1.64 -4.47
H5 -3.14 3.93 1.47
N2 -0.08 2.95 1.25
C6 -1.49 -1.48 -4.67
C7 0.98 2.37 0.59
N3 -2.17 3.76 1.70
C8 0.09 -3.28 0.90
C9 -1.41 2.98 0.90
C10 3.38 2.09 0.41
C11 -0.26 -2.00 -5.11
H6 3.30 2.20 -0.67
H7 4.25 2.65 0.73
H8 -2.24 -3.82 3.34
N4 0.78 1.61 -0.45
Cl1 2.42 -2.30 -5.00
H9 1.16 -3.43 0.80
H10 -0.72 -1.89 3.62
H11 1.61 1.24 -0.89
N5 -1.90 2.32 -0.11
H12 3.45 3.43 2.55
H13 -0.80 -5.12 1.61
H14 -2.88 2.50 -0.26
S1 -0.23 -1.53 1.32
Cl2 2.37 -0.24 -2.68
H15 0.14 -4.26 2.83
C12 2.39 3.22 2.41
Cl3 -2.96 -1.90 -5.42
Rh1 -1.06 0.60 -1.11
Cl4 -0.24 -3.08 -6.43
H16 1.88 4.18 2.53
O1 -1.18 -1.05 0.22
H17 -2.12 -1.21 2.75
H18 -2.56 -3.38 1.66
C13 -1.33 -1.96 2.71
C14 -1.80 -3.38 2.45
Cl5 -2.92 0.03 -2.89
H19 -0.40 -3.41 -0.07


Formula: C8H17ClN5O2S2
Source: the OMol25 dataset
Level of theory: wB97M-V/def2-TZVPD

The net charge is +1. The frontier orbital gap is 8.43 eV. As for the HOMO energy: -0.46575 Ha.

Element x y z (Å)
C1 -0.82 -2.18 0.51
N1 -0.39 -0.72 3.36
C2 0.92 1.29 -3.07
S1 0.94 -0.46 -3.43
C3 0.71 0.75 -0.56
H1 -3.72 -2.26 0.11
H2 1.03 2.30 0.86
H3 -0.04 1.68 -3.37
N2 0.50 0.67 1.96
C4 1.20 1.23 0.79
Cl1 2.78 -1.03 -2.74
H4 -3.63 -0.80 -0.50
H5 -1.81 -0.21 0.56
H6 -1.12 -3.15 0.91
H7 0.73 -2.57 1.98
H8 2.27 1.10 0.90
H9 -0.56 -2.31 -0.53
N3 0.18 -0.61 2.20
O1 -0.09 -1.11 -2.69
H10 1.65 1.73 -3.74
O2 0.94 -0.62 -4.84
N4 -3.07 -1.63 -0.34
C5 0.43 -1.76 1.33
H11 0.88 2.66 -1.46
H12 2.38 1.78 -1.52
H13 -0.37 0.77 -0.66
H14 -0.99 3.43 3.00
H15 1.27 -1.56 0.69
S2 0.23 3.04 3.39
C6 1.31 1.68 -1.64
C7 -2.04 -1.27 0.65
H16 1.12 -0.24 -0.74
N5 -0.47 0.47 3.91
H17 -2.43 -1.40 1.66
C8 0.08 1.33 3.05


Formula: CO2S
Source: the OMol25 dataset
Level of theory: wB97M-V/def2-TZVPD

The net charge is 0. The energy above the lowest of the compared OMol25 structures with the same formula, charge and spin comes out at 0.531 eV. The frontier orbital gap (spin up / spin down) is 7.35 / 7.35 eV. As for the HOMO energy (spin up / spin down): -0.37719 / -0.37720 Ha.

Element x y z (Å)
O1 -0.74 1.21 0.00
S1 1.98 -0.24 0.00
O2 -0.61 -1.06 0.00
C1 -0.63 0.09 0.00


Formula: C6H14N4
Source: the OMol25 dataset
Level of theory: wB97M-V/def2-TZVPD

The net charge is 0. The energy above the lowest of the compared OMol25 structures with the same formula, charge and spin comes out at 4.032 eV. The SMILES is C1NC[C@H]2C[C@@H]12.[H]/N=N/NC. The frontier orbital gap is 9.30 eV. As for the HOMO energy: -0.30913 Ha.

Element x y z (Å)
C1 1.40 -2.78 0.91
H1 1.87 2.05 0.00
C2 -0.79 1.52 -1.59
H2 1.82 0.03 -0.79
H3 -1.23 1.91 -2.49
C3 -0.17 2.49 -0.66
H4 1.14 -3.87 0.76
H5 -2.78 -2.04 1.21
H6 1.88 -2.31 0.07
N1 0.89 0.27 -0.38
H7 -1.42 1.21 0.55
N2 -1.85 -1.49 1.37
H8 -0.10 3.60 -0.81
H9 0.32 -0.23 -2.33
N3 -0.94 -2.38 1.36
H10 0.85 1.82 1.13
C4 -0.12 0.19 -1.40
C5 -1.47 1.87 -0.31
N4 0.33 -1.95 1.33
H11 -2.27 2.62 -0.25
H12 0.51 -0.97 1.48
H13 -0.91 -0.51 -1.04
H14 2.11 -2.72 1.78
C6 0.94 1.66 0.09